1.
A structure of composition C33H31BaN13O2S2 at a distorted geometry, computed with ωB97M-V with the def2-TZVPD basis set.

Calculated values
2S+1: 1
Lowest unoccupied orbital energy, eV: -1.31
Highest occupied orbital energy, eV: -5.995
ΔE to the lowest compared entry with this formula, charge and spin, eV: 0.0000
Gap between HOMO and LUMO, eV: 4.6893

Cartesian coordinates (Å):
Ba1 -0.32566 0.08243 0.01919
C1 0.12109 -0.28632 3.76762
C2 -1.29761 -0.81272 3.60566
N1 -1.51070 -1.38716 2.27522
C3 -2.92001 -1.46546 1.89786
C4 -3.46655 -0.10614 1.49276
C5 -4.82611 0.08506 1.31333
C6 -5.27316 1.34174 0.93332
C7 -4.35970 2.37016 0.76936
C8 -3.01421 2.09906 0.97190
C9 -1.99083 3.21534 0.84252
N2 -0.59592 2.76324 0.77625
C10 0.20779 3.05242 1.97157
C11 -0.09455 2.06927 3.09538
N3 0.43938 0.74209 2.77054
N4 -2.58175 0.88170 1.30827
H1 0.82548 -1.11347 3.63840
H2 0.24195 0.08667 4.79383
H3 -2.00172 0.01136 3.73246
H4 -1.50213 -1.52988 4.40862
H5 -1.11039 -2.31690 2.20782
H6 -3.55316 -1.87771 2.69452
H7 -2.99459 -2.11917 1.03220
H8 -5.51526 -0.73868 1.45579
H9 -6.32877 1.51590 0.75800
H10 -4.68070 3.36345 0.47805
H11 -2.13785 3.89365 1.69248
H12 -2.23653 3.77882 -0.05808
H13 -0.16423 3.19027 -0.03420
H14 0.03757 4.07087 2.34083
H15 1.26535 2.96917 1.69763
H16 -1.17852 1.99092 3.20386
H17 0.30912 2.45507 4.04001
H18 1.44893 0.81895 2.69282
N5 -0.56686 -4.25020 -2.14309
C12 0.44297 -4.82011 -1.40796
C13 0.37244 -4.22154 -0.18933
N6 -0.64490 -3.28697 -0.16286
C14 -1.18258 -3.33146 -1.36497
C15 -2.29314 -2.49657 -1.81240
N7 -2.69125 -1.43836 -1.15833
C16 -3.72961 -0.89891 -1.88483
C17 -3.94899 -1.65262 -2.99801
N8 -3.02932 -2.67385 -2.93658
H19 -0.71515 -4.38680 -3.12790
H20 1.09928 -5.57341 -1.81174
H21 0.99087 -4.41158 0.67674
H22 -4.21137 0.02192 -1.59088
H23 -4.60842 -1.51712 -3.84025
H24 -2.81793 -3.28046 -3.71107
S1 -1.51274 1.82961 -2.34103
C18 -1.59296 0.60420 -3.59320
C19 -2.67534 0.76475 -4.54325
N9 -3.55871 0.90919 -5.27174
C20 -0.82388 -0.51516 -3.71358
S2 0.51925 -1.02112 -2.71516
C21 -1.20721 -1.51119 -4.69835
N10 -1.51523 -2.38955 -5.38306
O1 8.06182 1.40646 -0.63056
N11 7.03094 2.01164 -0.82062
O2 6.97487 3.15076 -1.22354
C22 5.74739 1.30959 -0.53650
C23 5.85268 0.19750 0.19681
C24 4.69189 -0.53260 0.59071
C25 4.78879 -1.71944 1.33570
C26 3.64720 -2.38664 1.68741
C27 2.41956 -1.84297 1.28948
N12 2.30014 -0.72312 0.60784
C28 3.42269 -0.06093 0.24708
C29 3.30586 1.15209 -0.54926
N13 2.05917 1.56821 -0.86889
C30 1.92399 2.58270 -1.69480
C31 3.01887 3.25275 -2.25394
C32 4.28343 2.88594 -1.89347
C33 4.46725 1.81383 -0.99275
H25 6.83354 -0.14152 0.49779
H26 5.76988 -2.09387 1.61074
H27 3.68048 -3.30914 2.25330
H28 1.48808 -2.35907 1.52630
H29 0.90239 2.84251 -1.97275
H30 2.85700 4.04991 -2.96729
H31 5.13684 3.39873 -2.30170

So, what does the Mulliken scheme give us? The charges, in e, come out as: Ba -0.4160; C -0.9945; C -0.8008; N 0.4121; C -1.3971; C 0.9513; C -0.9986; C -0.6409; C -0.9946; C 1.3010; C -2.0061; N 0.2789; C -1.0824; C -0.5595; N 0.4500; N 0.4976; H 0.2609; H 0.4157; H 0.3454; H 0.4409; H 0.2616; H 0.4049; H 0.2552; H 0.4795; H 0.3926; H 0.4945; H 0.3615; H 0.5510; H 0.1672; H 0.4521; H 0.3747; H 0.2762; H 0.4971; H 0.1987; N -0.1022; C -0.7736; C -0.5331; N 0.2134; C -0.5363; C 0.3029; N 0.4719; C -0.3387; C -1.0504; N 0.1322; H 0.2604; H 0.4512; H 0.5339; H 0.2958; H 0.4313; H 0.3825; S -0.2087; C 0.7465; C -0.1924; N -0.6146; C 0.5334; S -0.2228; C -0.2421; N -0.7556; O -0.6147; N 1.0323; O -0.6036; C -0.2182; C -0.4794; C 1.2563; C -0.7148; C -1.3804; C -0.4071; N 0.7169; C -1.0495; C -0.7091; N 1.2267; C -0.1500; C -1.2468; C -0.6247; C 0.8155; H 0.5643; H 0.4354; H 0.4908; H 0.7110; H 0.1179; H 0.4704; H 0.5461


2.
A structure of composition C33H31BiN5 at a distorted geometry, computed with ωB97M-V with the def2-TZVPD basis set.

Calculated values
2S+1: 1
Lowest unoccupied orbital energy, eV: -4.30
Net charge: +1
Highest occupied orbital energy, eV: -11.000
Gap between HOMO and LUMO, eV: 6.6958

Cartesian coordinates (Å):
Bi1 -0.12772 -1.61843 -0.25937
C1 -0.39574 -3.98046 -1.91697
C2 -0.46516 -2.79689 -2.70037
C3 0.77118 -2.08163 -2.58191
C4 1.58795 -2.83741 -1.61937
C5 0.85193 -4.04668 -1.29456
C6 1.44247 -5.08162 -0.41842
C7 3.06392 -2.58550 -1.52809
C8 1.38425 -1.11100 -3.61533
C9 -1.46308 -2.45028 -3.74988
C10 -1.52370 -4.97325 -1.77267
H1 2.00650 -5.86111 -0.97452
H2 0.67118 -5.65171 0.08974
H3 2.20980 -4.65204 0.21263
H4 3.43012 -2.82818 -2.54005
H5 3.54131 -3.26780 -0.89043
H6 3.43560 -1.59989 -1.28776
H7 1.93121 -1.78233 -4.34107
H8 2.15427 -0.38559 -3.20466
H9 0.61360 -0.54928 -4.15536
H10 -1.28934 -3.00928 -4.68113
H11 -1.47775 -1.39189 -4.01926
H12 -2.49592 -2.63956 -3.46209
H13 -1.94919 -5.05518 -0.77270
H14 -1.15878 -5.96823 -1.94455
H15 -2.33267 -4.85919 -2.53038
N1 2.92907 8.29618 1.09736
C11 2.70869 7.17899 1.10917
C12 2.28514 5.79260 1.01683
C13 0.94553 5.48494 1.22339
C14 0.45070 4.18276 1.06495
C15 1.40537 3.16504 0.75449
C16 2.75707 3.51653 0.54551
C17 3.23450 4.82796 0.73421
C18 0.96949 1.81345 0.41327
C19 -0.05629 1.62529 -0.54236
C20 -0.67969 2.62421 -1.31111
C21 -1.58737 2.00972 -2.14411
C22 -1.56565 0.64107 -1.80860
N2 -0.61855 0.41454 -0.84676
C23 1.57717 0.80218 1.15684
C24 2.47119 0.97141 2.24721
C25 2.83098 -0.28988 2.70988
C26 2.20136 -1.21417 1.88089
N3 1.43903 -0.56839 0.96420
H16 0.28250 6.23518 1.53387
H17 -0.59448 3.94567 1.22510
H18 3.41408 2.67122 0.34276
H19 4.20329 5.09082 0.40134
H20 -0.39991 3.67393 -1.32345
H21 -2.25941 2.54171 -2.84641
H22 -2.12110 -0.13186 -2.30766
H23 2.73606 1.94194 2.74485
H24 3.55163 -0.54244 3.45037
H25 2.30330 -2.31052 1.87657
N4 -1.78566 0.32080 4.02613
C27 -1.15720 -0.62876 3.23461
N5 -1.74016 -0.83705 2.10941
C28 -2.86492 -0.01275 2.11450
C29 -3.91986 0.07711 1.16042
C30 -4.93677 0.93564 1.49772
C31 -4.92229 1.73311 2.65693
C32 -3.88172 1.65755 3.56843
C33 -2.90865 0.71799 3.32070
H26 -1.47149 0.52752 4.96883
H27 -0.25996 -1.13238 3.54771
H28 -3.95934 -0.42665 0.19468
H29 -5.84732 0.98474 0.91464
H30 -5.70363 2.43648 2.83812
H31 -3.87094 2.32098 4.44316

So, what does the Mulliken scheme give us? The charges, in e, come out as: Bi 1.6746; C 0.6351; C 1.0889; C 0.3687; C 0.4363; C 0.9453; C -1.9178; C -1.8390; C -1.6773; C -2.2555; C -1.7512; H 0.3218; H 0.4265; H 0.3482; H 0.3826; H 0.5218; H 0.2857; H 0.3539; H 0.2884; H 0.4020; H 0.3194; H 0.4261; H 0.5043; H 0.3085; H 0.4546; H 0.4378; N -0.4427; C -0.1536; C 0.6756; C -0.7788; C -0.7195; C -0.7727; C -0.2354; C -1.0619; C 1.3662; C -0.0398; C -0.5293; C -1.4370; C -0.5916; N 0.3355; C 0.4284; C -0.3652; C -1.3381; C -0.5586; N 0.3004; H 0.5007; H 0.7052; H 0.5806; H 0.4559; H 0.6517; H 0.4350; H 0.7366; H 0.4901; H 0.5380; H 0.4381; N -0.0406; C -0.5916; N -0.2798; C 0.8147; C -0.5675; C -0.6390; C -0.5440; C -0.9027; C 0.3293; H 0.2206; H 0.5082; H 0.3607; H 0.3925; H 0.4387; H 0.3973


3.
A structure of composition C33H31BiN9O3S3Sb, computed with ωB97M-V with the def2-TZVPD basis set.

Calculated values
2S+1: 2
⟨S²⟩: 0.76
Lowest unoccupied orbital energy (alpha / beta), eV: 1.93 / 0.41
Net charge: -1
Highest occupied orbital energy (alpha / beta), eV: -4.489 / -4.484
ΔE to the lowest compared entry with this formula, charge and spin, eV: 0.2822
Gap between HOMO and LUMO (alpha / beta), eV: 6.4220 / 4.8979

Cartesian coordinates (Å):
Bi1 -0.28142 0.49703 -1.32322
C1 -0.50007 1.16720 5.31908
C2 0.09891 1.30248 3.94787
C3 0.03908 2.50948 3.24981
C4 0.52323 2.60872 1.96476
C5 1.10301 1.52654 1.29742
N1 1.48035 1.58813 -0.05463
C6 2.46127 2.47925 -0.39746
C7 3.17575 3.24229 0.56063
C8 4.16399 4.14694 0.23599
C9 4.56208 4.36306 -1.07915
C10 5.66445 5.31808 -1.43658
C11 3.92733 3.58694 -2.03526
C12 2.92285 2.68238 -1.72707
N2 2.40339 1.95764 -2.84567
C13 2.18979 2.43239 -4.08912
C14 1.74624 1.38145 -4.86075
C15 1.70471 0.29931 -3.97286
N3 2.10129 0.65918 -2.75509
C16 1.17697 0.32662 2.01433
C17 0.67606 0.21945 3.30900
N4 1.77677 -0.84082 1.45672
C18 2.51855 -1.75576 2.12233
C19 2.83856 -2.74958 1.22854
C20 2.22904 -2.34474 0.02678
N5 1.59837 -1.19777 0.17619
H1 -0.35339 2.07381 5.90759
H2 -1.57670 0.99009 5.25958
H3 -0.05501 0.33515 5.86657
H4 -0.43495 3.36959 3.70801
H5 0.42444 3.53850 1.41672
H6 2.92946 3.11368 1.60430
H7 4.64682 4.69526 1.03884
H8 5.72839 6.13066 -0.71096
H9 6.64210 4.82912 -1.46307
H10 5.50079 5.76750 -2.41755
H11 4.24424 3.65742 -3.06975
H12 2.32575 3.47506 -4.31513
H13 1.45479 1.41389 -5.89432
H14 1.39157 -0.71914 -4.13710
H15 0.71166 -0.74229 3.80987
H16 2.79245 -1.60799 3.15209
H17 3.43617 -3.62378 1.41489
H18 2.21727 -2.83440 -0.93357
S1 -1.63928 1.89788 -5.80577
Sb1 -2.38267 2.22022 -3.62998
S2 -2.65136 0.10679 -2.64500
S3 -0.61977 2.93970 -2.24987
N6 -6.82724 -3.78050 6.57269
C21 -6.14370 -3.59881 5.66652
C22 -5.28575 -3.37370 4.53683
C23 -5.11880 -4.37063 3.58170
C24 -4.28453 -4.16371 2.49963
C25 -3.60335 -2.95675 2.36191
C26 -3.78404 -1.94856 3.31013
C27 -4.61713 -2.16004 4.39010
N7 -2.74570 -2.74995 1.26761
C28 -2.57224 -3.56016 0.14925
C29 -1.62419 -2.95450 -0.60906
N8 -1.19053 -1.80849 0.01975
C30 -1.87236 -1.71038 1.12061
H19 -5.64204 -5.31099 3.68825
H20 -4.15804 -4.94948 1.77089
H21 -3.30187 -0.98840 3.19603
H22 -4.75842 -1.37430 5.11933
H23 -3.15938 -4.44149 -0.02233
H24 -1.22963 -3.24964 -1.56882
H25 -1.78318 -0.89400 1.81564
C31 0.40815 -3.11443 -5.76557
C32 -0.50544 -2.54850 -4.70163
N9 -1.52548 -1.78687 -5.14504
O1 -0.31364 -2.77648 -3.51241
H26 -0.12191 -3.33841 -6.69089
H27 0.88486 -4.01276 -5.38148
H28 1.18554 -2.37986 -5.98609
H29 -1.53644 -1.45936 -6.09549
H30 -1.99950 -1.20290 -4.45651
O2 -3.13030 1.68180 1.68627
C33 -2.48302 1.65857 0.65695
O3 -1.44568 0.89368 0.48784
H31 -2.74836 2.29743 -0.20158

So, what does the Mulliken scheme give us? The charges, in e, come out as: Bi 1.7546; C -1.6636; C 0.6542; C -0.9189; C 0.5242; C -0.8253; N 0.4049; C 0.9203; C -0.8842; C -1.2973; C 0.2804; C -1.6000; C -0.5325; C 0.0184; N 0.6407; C -0.0886; C -1.0277; C -0.2967; N -0.8402; C 0.3110; C -0.5343; N 0.2767; C -0.3809; C -1.1221; C -0.4362; N 0.0364; H 0.4078; H 0.2614; H 0.3834; H 0.3450; H 0.5426; H 0.2860; H 0.3394; H 0.3818; H 0.2804; H 0.3645; H 0.5248; H 0.4850; H 0.5075; H 0.3942; H 0.4644; H 0.4880; H 0.4216; H 0.4940; S -0.5736; Sb 0.5120; S -0.7809; S -0.5113; N -0.5470; C 0.1079; C 0.4818; C -1.0301; C -0.5173; C 1.4030; C -0.3613; C -1.1258; N 0.2570; C -0.1630; C -1.2615; N 0.2197; C -0.2862; H 0.4327; H 0.3174; H 0.5260; H 0.4485; H 0.3716; H 0.5018; H -0.0299; C -1.1750; C 0.6210; N -0.1716; O -0.5043; H 0.4007; H 0.2923; H 0.2906; H 0.2303; H 0.0298; O -0.5690; C -0.3469; O 0.5971; H 0.1683


- Which formula does entry 3 have?
  C33H31BiN9O3S3Sb


- 2S+1 of number 1 (C33H31BaN13O2S2)?
  1